17
Properties=species:S:1:pos:R:3:forces:R:3:lowdin_charge:R:1 method="wB97M-V/def2-TZVPD" e_lumo_ev="-5.42 / -7.85" multiplicity=2 total_charge=+1 e_homo_ev="-13.7 / -13.7"
C 1.7338 0.9599 -1.4267 0.2 -1.4 0.6 -0.179
C 2.9733 0.6300 -1.0695 -0.1 -0.4 -0.6 0.044
C 0.5538 1.1926 -0.5242 -0.5 0.6 -0.3 -0.176
C -0.2449 -0.0164 -0.1128 2.1 2.3 -0.1 0.067
C -1.1079 0.1737 0.9350 -1.8 -2.1 1.1 0.002
C -2.0507 -0.8319 1.3935 1.4 2.1 -1.4 -0.052
C -2.0381 -2.0724 0.8590 -0.5 -2.0 1.5 0.161
H 1.4533 0.7651 -2.4561 0.1 0.6 -0.2 0.108
H 3.6533 0.3640 -1.8696 0.1 0.1 0.0 0.069
H 3.3943 0.4535 -0.0908 -0.3 0.6 0.4 0.071
H 0.7076 1.8195 0.3659 0.6 -0.4 0.2 0.140
H -0.0655 1.9478 -1.0531 -0.4 -0.6 0.0 0.153
H 0.1239 -0.9372 -0.5396 -0.8 -0.4 -0.1 0.139
H -1.1308 1.0667 1.5394 0.2 0.5 -0.5 0.134
H -2.7565 -0.4442 2.1155 -0.1 -0.7 0.3 0.127
H -1.3902 -2.5375 0.1325 0.3 0.7 -0.4 0.093
H -2.5899 -2.8477 1.3943 -0.4 0.3 -0.3 0.101

***

160
Properties=species:S:1:pos:R:3:forces:R:3:lowdin_charge:R:1 method="wB97M-V/def2-TZVPD" e_lumo_ev=0.28 smiles="CCOC(=O)C(F)(F)F.CCOC(=O)C(F)(F)F.CCOC(=O)C(F)(F)F.CCOC(=O)C(F)(F)F.CCOC(=O)C(F)(F)F.CCOC(=O)C(F)(F)F.CCN(CC)CC.CCN(CC)CC.CCN(CC)CC.CC(C)=O" multiplicity=1 total_charge=0 e_homo_ev=-7.6
C 4.4364 -2.4516 -2.1076 0.2 -0.9 0.2 -0.084
C 5.5431 -1.4148 -1.9454 -0.3 -0.1 -2.0 -0.227
N 5.2841 -0.2292 -2.7758 1.1 0.4 1.5 -0.208
C 5.4274 -0.3030 -4.2274 0.0 0.6 0.7 -0.230
C 6.0482 1.0016 -4.7839 -0.5 -0.2 -0.4 -0.077
C 4.2186 0.6442 -2.3078 0.6 0.0 0.8 -0.232
C 4.2456 0.9444 -0.7834 0.5 -0.6 -0.1 -0.082
H 4.2663 -2.6797 -3.1598 -0.3 0.5 -0.2 0.064
H 3.5016 -2.2142 -1.5997 -0.1 0.2 -0.1 0.060
H 4.7561 -3.4379 -1.7712 0.1 0.0 0.6 0.066
H 5.7707 -1.1788 -0.9059 -0.2 0.2 -0.1 0.103
H 6.4356 -1.8453 -2.3996 0.3 -0.1 0.3 0.107
H 6.0415 -1.1502 -4.5329 0.2 -0.1 0.4 0.114
H 4.4482 -0.5169 -4.6559 -0.2 0.2 -0.5 0.088
H 6.9576 1.2974 -4.2609 0.0 -0.3 0.1 0.075
H 6.2644 0.9004 -5.8475 0.2 -0.2 -0.1 0.065
H 5.3710 1.8555 -4.7662 -0.2 -0.1 0.4 0.052
H 3.2709 0.1921 -2.6006 -0.6 0.5 -0.1 0.093
H 4.4073 1.6211 -2.7529 -0.5 -0.2 -0.4 0.091
H 3.9856 0.1239 -0.1146 -0.3 -0.4 -0.3 0.050
H 3.6105 1.7745 -0.4743 0.0 0.1 -0.4 0.059
H 5.2682 1.1597 -0.4735 0.1 0.4 -0.2 0.067
C -1.8953 0.6794 -3.3904 0.1 0.2 1.0 -0.045
C -2.0869 0.7172 -1.8426 0.0 -1.6 -1.1 -0.217
N -1.9081 -0.5977 -1.1884 0.2 -0.2 0.5 -0.142
C -2.5596 -0.5304 0.1289 0.0 -1.3 0.4 -0.232
C -2.4581 -1.8552 0.9545 0.4 1.0 -0.1 -0.045
C -0.4812 -1.0514 -1.0958 0.2 1.0 0.1 -0.186
C 0.4629 -0.0922 -0.3160 -0.3 0.0 -0.4 -0.059
H -2.5655 -0.0330 -3.8715 -0.2 0.0 0.2 0.061
H -0.8910 0.4301 -3.7329 0.1 0.1 0.3 0.055
H -2.1276 1.6928 -3.7177 0.1 0.0 -0.4 0.055
H -1.4768 1.4880 -1.3717 0.0 0.3 -0.1 0.079
H -3.1451 0.9388 -1.7042 0.1 0.3 0.3 0.085
H -2.1586 0.3081 0.6983 0.3 0.1 0.4 0.092
H -3.6299 -0.3335 0.0665 0.1 0.1 -0.8 0.081
H -2.6766 -2.7557 0.3806 0.1 0.2 -0.3 0.080
H -1.4560 -1.9149 1.3793 -0.1 -0.2 0.0 0.033
H -3.1548 -1.8461 1.7927 0.0 0.2 0.0 0.058
H -0.1181 -1.1896 -2.1142 -0.1 0.2 0.0 0.089
H -0.3486 -2.0287 -0.6318 -0.8 -0.1 -0.1 0.083
H 1.5170 -0.2882 -0.5124 0.0 -0.2 -0.2 0.056
H 0.3595 -0.1557 0.7672 -0.2 -0.1 0.0 0.059
H 0.2692 0.9356 -0.6230 0.2 0.1 0.1 0.049
C 2.1959 1.7798 3.6776 0.7 -0.9 -1.5 -0.060
C 3.3108 1.9557 2.5929 -0.4 0.2 1.0 -0.233
N 4.5747 2.4256 3.1694 -1.2 1.4 -1.5 -0.180
C 5.1720 1.4069 3.9180 1.4 -1.4 1.5 -0.310
C 6.1262 1.9930 4.9514 0.2 -0.2 0.3 -0.076
C 5.5070 2.8818 2.1437 0.6 0.1 -0.4 -0.259
C 5.1809 4.1628 1.4256 -1.1 1.1 0.2 -0.087
H 2.3350 0.9271 4.3421 0.3 0.2 0.2 0.055
H 1.3719 1.4563 3.0416 -0.7 0.4 0.4 0.055
H 2.0339 2.6988 4.2407 -0.2 -0.1 -0.2 0.077
H 3.4916 1.0504 2.0134 -0.2 -0.6 0.1 0.088
H 2.8529 2.6245 1.8641 0.6 0.6 0.0 0.106
H 4.4694 0.7015 4.3616 -0.4 0.6 0.4 0.104
H 5.7432 0.6948 3.3225 0.4 -0.1 -0.7 0.111
H 6.9913 2.4690 4.4897 -0.1 0.1 -0.2 0.058
H 5.6234 2.7444 5.5602 0.0 -0.1 0.1 0.076
H 6.5597 1.2248 5.5919 -0.2 -0.1 0.1 0.069
H 5.6291 2.1183 1.3755 0.2 -0.5 0.0 0.092
H 6.4896 3.0839 2.5701 -0.1 -0.6 0.4 0.106
H 6.0168 4.8618 1.3978 0.2 -0.2 -0.2 0.070
H 4.4245 4.6977 2.0000 -0.2 0.1 0.1 0.074
H 4.7716 4.0451 0.4222 0.1 -0.1 0.0 0.060
C -2.5507 4.8082 -2.7866 0.3 0.1 -0.2 -0.045
C -1.2977 5.2171 -3.5678 -1.3 0.6 -0.3 -0.220
O -0.4198 4.1293 -3.5405 2.3 -2.4 0.7 -0.003
C 0.9180 4.2458 -3.7896 -1.9 1.0 -1.7 -0.337
O 1.3811 5.2070 -4.3216 0.6 0.2 0.3 0.184
C 1.7975 3.0154 -3.4907 0.0 -2.2 0.0 -0.462
F 2.7286 3.3813 -2.6193 0.0 0.2 0.0 0.172
F 1.0499 2.0271 -2.9244 0.6 0.7 -0.5 0.128
F 2.4580 2.4378 -4.5713 -1.4 1.5 1.4 0.122
H -3.1730 4.0109 -3.1928 0.6 -0.4 -0.3 0.053
H -3.2612 5.6348 -2.7785 0.3 0.3 0.5 0.084
H -2.1597 4.5142 -1.8126 -0.7 0.1 0.3 0.072
H -0.8557 6.0788 -3.0675 0.1 0.1 -0.2 0.132
H -1.5633 5.4584 -4.5970 0.3 0.2 -0.1 0.131
C -1.6739 3.2013 1.2118 0.0 -1.5 0.6 -0.052
C -3.0852 3.5342 1.6940 1.7 1.7 0.2 -0.233
O -4.0494 2.6241 1.2757 -2.5 -2.2 -0.1 0.001
C -4.4601 1.5177 2.0131 3.2 2.0 0.4 -0.314
O -3.8402 1.0824 2.9548 -1.3 0.3 -1.0 0.165
C -5.7389 0.8806 1.4701 1.8 0.6 -2.1 -0.607
F -5.4934 -0.3892 1.2342 -0.2 -1.1 0.2 0.182
F -6.6793 0.9964 2.3361 -1.8 0.3 1.2 0.235
F -6.0875 1.4237 0.2795 -0.3 0.1 0.6 0.153
H -1.4086 2.2536 1.6805 0.3 -0.1 0.2 0.064
H -0.9066 3.9244 1.4881 -0.3 0.2 0.0 0.087
H -1.6103 2.9709 0.1483 -0.3 0.5 -0.1 0.049
H -3.3007 4.5002 1.2373 -0.7 -0.1 -0.2 0.119
H -3.1371 3.7333 2.7644 0.1 -0.5 0.2 0.131
C -5.3255 2.1125 -3.0902 0.0 -0.4 -0.2 -0.059
C -6.3650 1.0067 -2.8808 0.2 0.0 -0.7 -0.177
O -5.7477 -0.2339 -2.4784 0.9 -1.3 0.3 -0.003
C -5.2522 -1.1519 -3.3578 -0.9 2.4 -1.6 -0.340
O -5.2330 -1.0470 -4.5730 0.1 0.0 2.0 0.138
C -4.7844 -2.4346 -2.6750 -1.0 -0.3 0.0 -0.560
F -4.8686 -2.3353 -1.3444 0.1 -0.5 -0.4 0.169
F -5.6268 -3.3939 -3.1370 -0.1 0.1 0.7 0.150
F -3.5879 -2.8097 -3.0466 0.8 0.2 0.1 0.199
H -4.6822 2.2583 -2.2225 -0.2 -0.2 0.2 0.059
H -5.8016 3.0742 -3.2814 -0.2 -0.1 -0.2 0.084
H -4.6728 1.8515 -3.9233 0.0 0.1 -0.1 0.070
H -6.9468 0.7351 -3.7615 0.1 0.6 -0.3 0.125
H -7.0758 1.3061 -2.1106 0.2 -0.4 0.2 0.114
C 1.0485 -5.3313 7.0371 -0.5 -0.3 0.3 -0.054
C 1.3960 -4.6195 5.7409 1.0 -0.8 0.8 -0.223
O 0.2593 -4.0622 5.1190 -1.9 0.8 -0.6 0.009
C -0.0742 -2.7891 5.3925 1.0 -1.2 0.5 -0.366
O 0.7035 -2.0431 5.8892 -0.2 1.3 0.4 0.182
C -1.5324 -2.3844 5.0387 -0.1 0.9 -2.1 -0.495
F -2.0956 -3.2851 4.2074 -0.2 -0.4 1.2 0.143
F -2.2812 -2.0924 6.1056 0.4 -0.9 -0.3 0.174
F -1.5294 -1.2612 4.2723 0.6 -0.1 0.7 0.134
H 1.0963 -4.7705 7.9706 0.5 0.4 -0.2 0.079
H 1.7166 -6.1921 7.0643 -0.1 0.0 0.5 0.081
H 0.0177 -5.6852 7.0545 0.0 -0.3 -0.5 0.083
H 1.7502 -5.3931 5.0596 -0.1 0.3 -0.3 0.127
H 2.2219 -3.9388 5.9475 -0.4 0.4 -0.5 0.112
C 0.0590 -4.9829 1.6187 0.7 0.5 -0.1 -0.029
C 0.5991 -3.5375 1.7641 -1.9 -0.8 -0.3 -0.218
O 1.7925 -3.5895 2.5125 2.7 1.3 0.8 0.010
C 2.6204 -2.4931 2.6169 -1.2 1.0 -2.1 -0.273
O 2.4541 -1.4184 2.0498 0.2 -2.4 1.4 0.134
C 3.8910 -2.7153 3.5187 -1.3 -1.5 -0.5 -0.579
F 4.9137 -2.0297 3.1234 0.8 1.2 -0.6 0.209
F 3.5676 -2.3470 4.7480 0.0 0.0 0.7 0.174
F 4.2895 -4.0068 3.5158 -0.5 0.1 0.3 0.151
H 0.6002 -5.5643 0.8723 0.3 0.2 0.0 0.077
H -0.9679 -4.9409 1.2558 -0.1 0.0 0.4 0.078
H 0.1649 -5.5177 2.5626 -0.4 0.1 0.0 0.073
H -0.1466 -2.9648 2.3155 0.2 0.1 0.2 0.089
H 0.6281 -3.0793 0.7755 0.9 0.2 0.1 0.106
C -2.2482 0.8871 -7.1334 0.0 -0.3 0.3 -0.053
C -1.8622 -0.5676 -6.7921 -0.3 0.4 0.4 -0.172
O -0.5010 -0.5877 -6.2767 1.8 0.2 0.6 -0.008
C 0.0428 -1.5788 -5.5142 -2.9 -0.4 -1.0 -0.349
O -0.5652 -2.5786 -5.2204 0.9 0.6 0.1 0.160
C 1.5005 -1.3810 -5.0219 0.7 0.3 -1.4 -0.538
F 1.5724 -1.5484 -3.7260 -0.2 0.0 0.9 0.175
F 2.3053 -2.3270 -5.5799 -0.6 0.6 0.0 0.145
F 2.0084 -0.1732 -5.3288 -0.4 -0.5 0.0 0.144
H -3.1956 0.8810 -7.6724 0.1 -0.2 -0.3 0.079
H -1.4854 1.4058 -7.7141 0.0 -0.2 -0.1 0.079
H -2.4742 1.5099 -6.2679 0.3 -0.2 0.3 0.056
H -1.9290 -1.1918 -7.6832 0.3 -0.1 0.1 0.127
H -2.5531 -0.9584 -6.0451 0.1 -0.2 0.1 0.106
C -5.1066 -2.0264 4.3719 -1.5 -1.2 0.1 -0.010
C -6.5753 -2.3675 4.6393 -0.3 -1.9 -0.3 -0.483
O -7.0911 -3.4300 4.2915 0.9 1.4 0.2 0.049
C -7.3695 -1.4010 5.4467 -0.4 0.2 0.3 -0.029
H -4.7037 -2.8736 3.8169 0.1 0.3 -0.3 0.079
H -4.6769 -2.0859 5.3718 0.4 0.7 -0.1 0.080
H -5.0497 -1.0746 3.8438 0.5 0.0 0.4 0.063
H -8.3090 -1.8614 5.7525 0.0 0.1 -0.2 0.086
H -7.5477 -0.5321 4.8131 -0.2 0.2 0.1 0.080
H -6.8614 -1.0756 6.3544 0.3 0.1 -0.1 0.085

***

104
Properties=species:S:1:pos:R:3:forces:R:3:lowdin_charge:R:1 method="wB97M-V/def2-TZVPD" e_lumo_ev=-10.06 multiplicity=1 total_charge=+3 e_homo_ev=-15.2
Ta 0.0956 -0.3392 0.5740 1.5 -1.3 0.7 2.137
N -1.7183 -1.9129 1.5441 0.5 0.8 -0.9 -0.021
C -1.3558 -3.3492 1.6827 -0.1 -0.1 0.2 -0.195
C -0.1818 -3.4451 2.6202 -0.1 -0.1 0.0 -0.160
N 0.9067 -2.6354 2.0888 -0.1 0.5 -0.2 -0.081
C 2.1742 -3.2798 1.7641 0.0 -0.2 0.0 -0.163
C 2.3852 -3.1623 0.2836 0.2 0.0 -0.1 -0.195
N 2.2665 -1.7289 -0.0645 -0.6 0.2 0.3 -0.018
H -2.5516 -1.8481 0.9626 -0.1 0.1 0.2 0.105
H -1.9655 -1.5595 2.4673 -0.1 0.2 -0.1 0.111
H -2.1835 -3.9408 2.0782 -0.2 0.2 -0.1 0.144
H -1.1066 -3.7345 0.6980 0.0 -0.1 0.1 0.095
H -0.4599 -3.0704 3.6095 0.0 -0.1 0.0 0.140
H 0.0988 -4.4914 2.7439 0.1 0.0 0.0 0.141
H 1.0779 -1.8702 2.7166 0.0 -0.1 0.2 0.032
H 2.9826 -2.7740 2.3000 0.0 0.0 0.0 0.133
H 2.2058 -4.3288 2.0601 -0.1 0.0 0.1 0.141
H 3.3547 -3.5806 0.0059 0.0 0.2 -0.1 0.145
H 1.6208 -3.7173 -0.2576 0.1 -0.1 0.0 0.101
H 2.9713 -1.2009 0.4427 0.0 0.1 -0.1 0.087
H 2.4532 -1.6143 -1.0543 0.0 0.2 0.0 0.074
C -2.5826 3.3901 3.1468 0.1 0.0 0.0 0.015
C -1.9611 2.6218 2.0329 0.0 -0.1 0.1 -0.238
N -0.9393 1.8323 2.1607 0.0 -0.3 -0.3 0.036
N -0.4254 1.7173 3.4168 0.1 0.2 0.1 0.108
C 0.2904 0.6688 3.5457 -0.1 0.1 -0.1 -0.345
O 0.4345 -0.1309 2.4623 0.2 0.1 0.4 -0.329
C 0.8955 0.2793 4.8228 0.0 -0.1 0.0 -0.155
C 1.8058 -0.7739 4.9253 0.0 0.1 0.0 -0.035
C 2.3160 -1.1426 6.1585 0.0 0.0 0.0 -0.049
C 1.9242 -0.4586 7.3015 0.0 0.0 0.0 -0.033
C 1.0302 0.6007 7.2068 0.0 0.0 0.0 -0.033
C 0.5143 0.9680 5.9776 0.0 0.0 0.0 -0.006
C -2.4698 2.6712 0.6788 -0.2 0.0 0.0 -0.210
C -3.5753 3.2767 0.2102 0.1 0.1 -0.1 0.068
C -3.8379 3.2871 -1.2317 -0.1 -0.1 0.0 -0.017
C -3.2010 2.4534 -2.0608 0.0 0.1 0.1 0.017
C -2.2886 1.4340 -1.4555 0.0 -0.4 -0.1 -0.162
N -1.7104 1.9000 -0.2069 0.3 -0.6 0.2 -0.043
H -1.8516 3.5910 3.9245 0.0 0.0 0.0 0.084
H -3.0086 4.3244 2.7878 0.0 0.0 0.0 0.095
H -3.3847 2.7993 3.5963 0.0 0.0 0.0 0.114
H 2.1510 -1.2994 4.0443 0.1 0.0 0.0 0.087
H 3.0245 -1.9563 6.2330 0.0 0.0 0.0 0.117
H 2.3197 -0.7468 8.2660 0.0 0.0 0.0 0.124
H 0.7298 1.1376 8.0960 0.0 0.0 0.0 0.123
H -0.2003 1.7753 5.9018 0.0 0.0 0.0 0.117
H -4.2571 3.7920 0.8734 0.0 0.0 0.0 0.131
H -4.5693 3.9873 -1.6116 0.0 0.0 0.0 0.126
H -3.3867 2.4511 -3.1272 0.0 0.0 0.0 0.134
H -2.8170 0.4805 -1.3479 -0.1 0.0 0.0 0.140
C 4.3348 1.7324 -0.2611 0.0 -0.2 0.0 -0.200
S 2.6579 2.1109 0.1984 0.2 0.2 0.0 0.981
C 2.9481 2.9153 1.7600 -0.1 0.0 0.1 -0.192
O 2.0612 0.7293 0.5983 -1.0 -0.2 -0.1 -0.685
H 4.8509 1.2520 0.5691 0.0 0.0 0.0 0.081
H 4.8186 2.6736 -0.5250 0.0 0.0 0.0 0.087
H 4.3083 1.0844 -1.1353 0.0 0.0 0.0 0.071
H 3.5532 3.8035 1.5730 0.0 0.0 0.0 0.088
H 3.4654 2.2261 2.4269 0.0 0.0 0.0 0.082
H 1.9850 3.2053 2.1788 0.0 0.0 0.0 0.062
C -0.1885 4.8121 -0.3393 0.1 0.0 0.0 -0.006
C -0.3822 3.7266 -1.3624 0.1 0.1 0.0 -0.202
C -0.3693 3.9615 -2.6751 0.0 0.0 0.1 0.031
C -0.3613 2.8996 -3.6919 0.1 -0.1 0.1 -0.230
C -0.2003 3.3021 -5.1334 0.0 0.0 0.0 -0.017
C -0.4734 1.6142 -3.3365 0.2 -0.2 -0.1 0.012
C -0.7830 1.2371 -1.9238 -0.6 0.7 -0.3 -0.302
C -0.4526 2.3108 -0.8612 -0.4 0.3 -0.2 -0.198
N -0.3924 -0.0532 -1.3508 0.4 -0.2 0.5 -0.091
C -0.4966 -1.2490 -2.2441 0.0 -0.2 -0.3 -0.416
C 0.7544 -1.3715 -3.1418 -0.2 0.1 -0.1 -0.062
C 0.6675 -2.6306 -4.0077 0.0 -0.1 0.0 -0.259
C 0.6475 -3.8646 -3.0985 -0.1 0.1 0.0 -0.090
C -0.5725 -3.7821 -2.1740 0.1 -0.2 0.1 -0.256
C -1.8413 -3.7915 -3.0307 0.1 0.1 0.0 -0.090
C -1.8284 -2.5574 -3.9359 -0.1 0.0 0.0 -0.259
C -0.6059 -2.5753 -4.8516 0.0 0.0 0.0 -0.090
C -1.8074 -1.2987 -3.0566 0.0 0.1 0.0 -0.065
C -0.5376 -2.4773 -1.3469 -0.1 -0.1 -0.2 -0.168
H -0.6431 5.7454 -0.6676 0.0 0.0 0.0 0.103
H 0.8800 5.0095 -0.2054 0.0 0.0 0.0 0.088
H -0.5965 4.5522 0.6370 -0.1 0.0 0.0 0.070
H -0.2951 4.9858 -3.0236 0.0 0.0 0.0 0.136
H 0.0447 4.3576 -5.2282 0.0 0.0 0.0 0.086
H -1.1262 3.1300 -5.6844 0.0 0.0 0.0 0.098
H 0.5806 2.7212 -5.6232 0.0 0.0 0.0 0.093
H -0.4344 0.8621 -4.1081 -0.1 0.0 0.0 0.103
H 0.4250 2.1284 -0.2374 -0.1 0.0 0.1 0.039
H 1.6318 -1.4326 -2.5006 0.1 0.0 -0.1 0.093
H 0.8954 -0.4914 -3.7636 0.0 0.0 0.0 0.115
H 1.5387 -2.6669 -4.6636 0.0 0.0 0.0 0.155
H 1.5797 -3.9351 -2.5279 0.0 0.0 0.0 0.114
H 0.5753 -4.7699 -3.7031 0.0 0.0 0.0 0.139
H -0.5800 -4.6323 -1.4851 0.0 0.0 0.0 0.145
H -2.7347 -3.7897 -2.3993 0.0 0.0 0.0 0.130
H -1.8670 -4.7022 -3.6310 0.0 0.0 0.0 0.139
H -2.7357 -2.5343 -4.5409 0.0 0.0 0.0 0.156
H -0.5981 -1.6814 -5.4819 0.0 0.0 0.0 0.132
H -0.6501 -3.4366 -5.5202 0.0 0.0 0.0 0.138
H -2.6477 -1.3570 -2.3568 0.0 0.1 0.0 0.124
H -1.9604 -0.4154 -3.6741 0.1 0.0 0.0 0.121
H 0.3489 -2.5056 -0.7028 -0.1 0.0 0.2 0.046
H -1.4303 -2.4345 -0.7234 -0.1 0.0 -0.2 0.084

***

Results for DFT total energy: -7410.1121 -127979.9500 -67185.5908 (in eV, following the order of the records).
Results for relative energy (zero: lowest compared OMol25 entry of this formula, charge and spin): 32.00 26.55 160.08 (in kcal per mole, following the order of the records).